Entry from the OMol25 dataset: a molecular structure, C20H31BNO2Pb at a distorted geometry (ωB97M-V/def2-TZVPD).

Its gap between HOMO and LUMO is 5.93 eV. Its charge is -1. The calculation puts the LUMO energy at 0.075 Eh.

```
56
Properties=species:S:1:pos:R:3:mulliken_charge:R:1
O 0.6413 0.4002 -4.1755 -0.40
C 0.4488 1.6944 -4.8562 -0.44
C 0.3280 1.1011 -6.2369 -0.79
H 1.3255 2.3267 -4.6860 0.31
H -0.4576 2.1930 -4.4949 0.23
C 0.4824 -0.2271 -5.4688 1.51
H 1.1730 1.3551 -6.8747 0.33
H -0.6526 1.2581 -6.6815 0.30
C 1.7107 -1.0070 -5.8704 -1.73
H 2.5990 -0.3702 -5.8246 0.38
H 1.5839 -1.3447 -6.9042 0.41
H 1.8395 -1.8854 -5.2300 0.36
C -0.7647 -1.0770 -5.4893 -1.74
H -1.6381 -0.4913 -5.1801 0.38
H -0.6526 -1.9394 -4.8232 0.35
H -0.9325 -1.4411 -6.5080 0.42
Pb 0.3388 0.8422 2.8280 1.23
C -2.1843 -0.4215 3.9202 -0.35
C -2.4011 0.9646 4.1300 -0.61
C -2.5731 1.5868 2.8572 -0.89
H -2.4931 1.4377 5.1077 0.40
C -2.4663 0.5692 1.8601 -0.25
C -2.2186 -0.6703 2.5183 -0.64
H -2.1593 -1.6468 2.0462 0.44
H -2.0890 -1.1738 4.7046 0.37
H -2.8189 2.6290 2.6868 0.41
H -2.6376 0.6921 0.7867 0.46
C 1.4551 -1.9319 4.3500 -0.61
C 0.3704 -2.3033 3.5111 -0.68
C 0.7365 -2.0359 2.1613 -0.53
H -0.5516 -2.7797 3.8387 0.48
C 2.0523 -1.4696 2.1675 -0.71
C 2.4993 -1.4303 3.5235 -0.68
H 3.4915 -1.1304 3.8699 0.37
H 1.4777 -2.0763 5.4294 0.60
H 0.1568 -2.3038 1.2793 0.63
H 2.6125 -1.1928 1.2684 0.44
O 1.3074 0.2531 -0.8765 -0.44
C 0.0336 -0.3974 -1.1596 0.23
C -0.8907 0.6521 -1.8298 -0.23
H -0.4136 -0.7408 -0.1959 -0.37
H 0.2180 -1.2881 -1.7896 0.38
C 0.0623 1.8298 -2.0193 -0.34
H -1.6878 0.9942 -1.1463 0.06
H -1.3606 0.2596 -2.7413 0.12
C 0.9432 1.6858 -0.7992 -0.31
H -0.3722 2.7946 -2.2787 0.49
H 0.7481 1.5384 -2.7980 0.06
H 0.2668 1.9197 0.0687 -0.04
H 1.8462 2.3177 -0.7610 0.37
B 0.1886 0.0475 7.5928 0.09
C 0.4743 0.6387 6.2124 0.24
N 0.6734 1.1099 5.1552 -0.69
H 1.1530 -0.6188 7.9502 -0.14
H -0.8096 -0.6511 7.4826 -0.15
H -0.0127 0.9549 8.3926 -0.15
```